C3H10NO | the ωB97M-V functional and the def2-TZVPD basis

Values from the calculation:
Molar mass = 76.12 g/mol
ΔE to the lowest compared entry with this formula, charge and spin = 5.041 eV
E_tot = -249.868561 Ha
HOMO-LUMO gap = 6.60 eV
HOMO energy = -13.99 eV

ORCA input file:
```
! wB97M-V def2-TZVPD RIJCOSX def2/J DEFGRID3
* xyz 1 1
H 1.8261 -0.7590 -2.3330
H -2.4142 -0.0384 -0.3037
C 1.8811 0.7354 -1.1770
N 2.5027 -0.1141 -1.9656
O -0.4108 -0.5972 -0.0284
H -2.0875 1.3650 2.0623
H -0.3320 0.8624 2.0276
H 0.9758 1.2706 -1.6768
H 1.8951 0.3136 -0.2423
C -1.4356 0.4847 1.9145
C -1.7166 -0.3442 0.5539
H -0.3358 -1.5060 -0.4395
H -2.2501 -1.3316 0.7475
H -1.6133 -0.0994 2.7667
H 3.5149 -0.2416 -1.9063
*
```

---

C3H10NO | the ωB97M-V functional and the def2-TZVPD basis

Values from the calculation:
Molar mass = 76.12 g/mol
ΔE to the lowest compared entry with this formula, charge and spin = 0.783 eV
E_tot = -250.025039 Ha
HOMO-LUMO gap = 10.06 eV
HOMO energy = -13.63 eV

ORCA input file:
```
! wB97M-V def2-TZVPD RIJCOSX def2/J DEFGRID3
* xyz 1 1
O 1.0497 -0.2185 -0.4329
H -2.3138 0.2697 1.2364
H 1.7675 -0.9388 -2.1256
H -2.4581 0.6132 -0.3175
C 1.7523 -1.0023 -1.0269
H -2.7208 2.6810 0.8201
H -1.2633 2.6712 -0.1913
N -1.8504 0.7821 0.4846
H 3.3560 -2.3621 -0.5949
C 2.2689 -2.2983 -0.4167
H 2.3869 -2.1583 0.6765
C -1.6897 2.2833 0.7386
H 1.8378 -3.2094 -0.7972
H -0.9291 0.3897 0.2763
H -1.1940 2.4976 1.6703
*
```

---

C3H10NO | the ωB97M-V functional and the def2-TZVPD basis

Values from the calculation:
Molar mass = 76.12 g/mol
ΔE to the lowest compared entry with this formula, charge and spin = 2.405 eV
E_tot = -249.965443 Ha
HOMO-LUMO gap = 9.26 eV
HOMO energy = -12.87 eV

ORCA input file:
```
! wB97M-V def2-TZVPD RIJCOSX def2/J DEFGRID3
* xyz 1 1
H 2.4138 0.3196 0.1139
H 2.0271 1.5736 2.2056
H -2.2322 1.1419 -0.9971
H -1.9462 -1.0834 -0.2812
N -1.1551 -0.6230 -0.8161
H -0.5756 -1.3291 -1.2358
H -0.5608 1.3068 -1.7549
H -0.6343 -0.2738 -0.0585
O 1.0923 -1.2604 0.9453
C -1.5447 0.5570 -1.6492
H 0.4495 0.5770 2.6022
C 1.7096 -0.0146 0.8906
H -2.1008 0.2271 -2.6564
C 1.2676 0.8055 1.9137
H 1.7898 -1.9242 0.7779
*
```

---

C3H10NO | the ωB97M-V functional and the def2-TZVPD basis

Values from the calculation:
Molar mass = 76.12 g/mol
ΔE to the lowest compared entry with this formula, charge and spin = 1.386 eV
E_tot = -250.002892 Ha
HOMO-LUMO gap = 11.12 eV
HOMO energy = -14.60 eV

ORCA input file:
```
! wB97M-V def2-TZVPD RIJCOSX def2/J DEFGRID3
* xyz 1 1
H -0.3215 -3.1757 0.2741
H 1.3156 -2.7271 -0.4758
H -1.5380 0.3311 0.1401
H -0.3263 0.1867 1.5288
H 0.1042 3.1943 1.0266
O -0.3507 2.7446 0.2616
C 0.4347 -2.3736 -0.0537
H 0.6141 0.1496 -1.8478
H 0.6718 0.9148 -0.3244
N 0.8744 0.0164 -0.8785
C 0.0282 -1.0939 -0.1146
H 1.9225 -0.1306 -0.7845
C -0.9348 -0.3517 0.6659
H -1.3157 3.1337 0.3378
H -1.6099 -1.0339 1.1963
*
```